[1]
Computed, not measured: C22H20N2O3 in the gas phase, with wB97M-V/def2-TZVPD.

```
47
Properties=species:S:1:pos:R:3:forces:R:3:nbo_charge:R:1
C -2.3349 4.5103 4.5772 0.05 0.06 -0.04 -0.6261
C -1.3612 3.4449 4.1766 0.00 -0.04 0.02 -0.0231
C -1.4696 2.8135 2.9426 0.08 0.05 0.09 -0.1945
C -0.5667 1.8422 2.5547 0.02 -0.09 0.07 -0.2579
C 0.4825 1.4953 3.3995 -0.23 0.31 0.02 0.1980
N 1.4089 0.4922 3.0390 -0.03 -0.36 0.59 -0.6433
C 2.1399 0.3477 1.9086 0.16 0.24 -0.16 0.6718
O 2.7682 -0.6616 1.6836 0.14 -0.09 -0.15 -0.6025
C 2.2361 1.5723 0.9906 -0.17 -0.03 0.22 -0.1754
O 2.3478 1.1683 -0.3615 0.08 -0.10 -0.17 -0.4855
C 1.3473 0.3903 -0.8038 -0.24 0.07 0.21 0.7997
O 0.3806 0.1469 -0.0963 0.19 0.10 -0.09 -0.6569
C 1.5329 -0.0727 -2.1775 0.08 -0.16 -0.30 -0.1983
C 2.5878 0.4419 -2.9386 -0.09 -0.07 -0.03 -0.1317
C 2.7780 0.0599 -4.2457 0.12 0.08 -0.09 -0.2751
C 1.8859 -0.8343 -4.8309 0.03 0.04 0.15 -0.1526
C 0.8467 -1.3643 -4.1042 -0.08 -0.08 -0.03 -0.2782
C 0.6564 -1.0266 -2.7544 0.26 0.30 -0.12 0.2317
N -0.3722 -1.5384 -2.0251 -0.17 0.32 0.64 -0.6132
C -1.1263 -2.6810 -2.2574 -0.26 -0.40 -0.17 0.2439
C -0.6271 -3.8012 -2.9214 0.07 0.12 0.07 -0.2818
C -1.4270 -4.9138 -3.1035 -0.07 -0.04 -0.01 -0.1903
C -2.7240 -4.9383 -2.6196 -0.07 -0.11 -0.02 -0.2407
C -3.2134 -3.8427 -1.9268 0.00 -0.07 0.03 -0.1910
C -2.4236 -2.7256 -1.7430 0.12 0.07 -0.06 -0.2653
C 0.5899 2.1057 4.6431 0.04 -0.06 -0.16 -0.2440
C -0.3244 3.0709 5.0222 -0.10 -0.03 -0.04 -0.1962
H -2.3963 4.5947 5.6593 -0.06 0.04 0.06 0.2162
H -2.0154 5.4746 4.1803 -0.05 0.09 0.02 0.2214
H -3.3255 4.2978 4.1817 -0.09 0.03 0.01 0.2180
H -2.2820 3.0769 2.2807 -0.10 0.02 -0.07 0.2107
H -0.6769 1.3315 1.6101 0.02 -0.04 -0.07 0.2473
H 1.5037 -0.2806 3.6872 0.06 0.04 -0.19 0.4096
H 3.1693 2.0953 1.2150 -0.15 -0.06 0.01 0.2233
H 1.3873 2.2473 1.1236 0.22 -0.08 -0.06 0.2097
H 3.2503 1.1566 -2.4771 0.06 0.03 0.01 0.2295
H 3.5981 0.4633 -4.8189 0.07 0.05 -0.03 0.2155
H 2.0030 -1.1088 -5.8691 -0.01 -0.03 -0.08 0.2144
H 0.1392 -2.0246 -4.5806 -0.01 -0.05 -0.02 0.2250
H -0.5398 -1.0581 -1.1440 0.08 -0.13 -0.20 0.4378
H 0.3963 -3.8123 -3.2634 0.06 0.01 -0.04 0.2223
H -1.0271 -5.7748 -3.6191 0.04 -0.06 -0.04 0.2130
H -3.3437 -5.8096 -2.7679 -0.05 -0.07 -0.01 0.2125
H -4.2171 -3.8594 -1.5280 -0.07 0.01 0.03 0.2133
H -2.8016 -1.8723 -1.1987 -0.05 0.11 0.01 0.2125
H 1.3902 1.8205 5.3100 0.11 -0.02 0.04 0.2161
H -0.2305 3.5402 5.9908 0.00 0.05 0.10 0.2103
```
Forces are in eV/Å.

Computed properties:
Maximum force   0.74 eV/A
SMILES   Cc1ccc(NC(=O)COC(=O)c2ccccc2Nc2ccccc2)cc1
Frontier orbital gap   8.1437 eV
HOMO level   -7.61 eV
Relative energy (zero: lowest compared OMol25 entry of this formula, charge and spin)   0.0 kJ/mol


[2]
Computed, not measured: C7H11NO2 in the gas phase at a distorted geometry, with wB97M-V/def2-TZVPD.

```
21
Properties=species:S:1:pos:R:3:forces:R:3:nbo_charge:R:1
C 2.2715 0.8263 -0.2284 -3.65 -2.20 3.59 -0.6012
C 1.0849 -0.1391 -0.7881 1.14 2.90 1.03 -0.4001
C 0.0108 -0.3365 0.2642 -0.59 0.57 0.04 -0.1920
C 0.6370 -0.8535 1.5913 1.13 -0.17 -2.03 -0.6157
C -1.0942 0.9779 0.2060 3.33 -1.25 0.42 0.7235
O -0.9908 2.1727 0.3421 -0.81 -1.16 0.02 -0.5696
N -2.0181 0.1075 -0.2725 -2.47 -0.08 -0.02 -0.4807
C -3.4534 0.3953 -0.5791 2.72 -2.31 -3.37 -0.4149
C -1.2462 -1.0957 -0.2667 1.09 2.43 0.83 0.7197
O -1.5037 -2.2026 -0.5776 -0.59 -0.93 -0.32 -0.5334
H 1.6764 1.5044 0.4259 0.83 0.56 -0.97 0.2153
H 2.7763 1.2077 -1.0204 1.50 1.56 -2.03 0.2075
H 2.9352 0.3586 0.5244 -0.13 -0.23 -0.80 0.2005
H 1.5518 -1.0655 -0.9692 0.16 -1.23 -1.15 0.2155
H 0.6946 0.4914 -1.6209 0.19 -1.26 0.03 0.2131
H -0.0367 -1.4271 2.1260 -1.56 -1.00 1.25 0.2168
H 0.9236 -0.0089 2.1467 0.38 1.07 0.98 0.2228
H 1.5643 -1.5063 1.5074 -1.09 0.84 -0.55 0.2187
H -4.0799 -0.1823 -0.0169 -1.38 -1.75 1.89 0.2076
H -3.6475 1.3820 -0.3296 -0.27 2.06 -0.36 0.2289
H -3.6219 -0.0183 -1.6512 0.05 1.57 1.52 0.2177
```
Forces are in eV/Å.

Computed properties:
Maximum force   5.57 eV/A
SMILES   CCC1(C)C(=O)N(C)C1=O
Frontier orbital gap   10.2028 eV
HOMO level   -9.50 eV
Relative energy (zero: lowest compared OMol25 entry of this formula, charge and spin)   198.9 kJ/mol


[3]
Computed, not measured: 2 unconnected molecules or ions with the total composition C7H17ClN2O7P2Si at a distorted geometry, with wB97M-V/def2-TZVPD.

```
37
Properties=species:S:1:pos:R:3:forces:R:3:nbo_charge:R:1
C -0.4476 -1.9446 -2.9612 -0.39 0.06 -0.04 -0.6214
C -0.3274 -1.0022 -1.7767 0.72 -0.25 -0.06 -0.1636
Cl -1.6968 -1.3280 -0.6596 -0.12 0.19 0.01 -0.0780
C 1.0011 -1.2059 -1.0172 -0.44 0.12 -0.05 -0.9077
Si 1.6104 0.3231 -0.0881 -0.36 -0.35 0.06 1.2131
C 2.6784 -0.2784 1.3654 0.43 0.04 -0.22 -0.5328
O 2.2572 -1.5804 1.8081 -0.38 0.00 0.11 -0.4146
N 1.4992 -1.4657 2.9991 -0.19 0.21 -0.25 0.3726
O 0.7240 -2.3303 3.0824 0.28 -0.15 0.15 -0.2549
C 0.0862 1.2689 0.5372 0.36 0.01 -0.04 -1.3407
P 0.4220 2.6981 1.5518 -0.79 -0.24 0.86 2.3539
O -0.1508 2.6358 2.8996 0.09 -0.03 -0.04 -1.0832
O -0.0892 3.9841 0.7261 0.35 -0.22 -0.56 -0.9935
O 2.0159 2.8439 1.5420 -0.16 0.53 -0.32 -0.9970
P 3.0198 1.5949 -1.3596 0.88 0.35 0.41 1.0028
O 2.0387 2.7207 -2.0819 -0.35 -0.19 -0.05 -0.9989
O 3.3398 0.5432 -2.5747 -0.41 0.05 -0.20 -0.9734
H -1.4451 -1.8833 -3.3983 0.04 0.04 -0.03 0.2306
H 0.2762 -1.6874 -3.7376 0.08 -0.05 0.09 0.2092
H -0.2973 -2.9743 -2.6345 0.11 0.03 -0.04 0.2208
H -0.4099 0.0368 -2.1033 -0.31 -0.06 -0.03 0.1948
H 1.7524 -1.5576 -1.7317 0.09 0.04 0.10 0.2435
H 0.8485 -2.0127 -0.2968 0.18 -0.04 -0.03 0.2715
H 3.7034 -0.3889 0.9974 0.01 -0.02 0.12 0.2238
H 2.7097 0.4316 2.1945 -0.07 -0.09 0.05 0.2371
H -0.4938 0.5869 1.1621 -0.04 0.03 -0.03 0.3079
H -0.5444 1.5582 -0.3072 0.00 -0.08 0.00 0.2690
H -0.9549 3.8159 0.3287 0.03 0.24 0.20 0.5085
H 2.2708 3.6174 2.0704 0.20 -0.20 -0.04 0.5223
H 1.3385 3.0464 -1.5008 0.07 0.03 -0.08 0.4956
H 2.5551 0.1717 -3.0022 0.10 -0.02 -0.03 0.4818
C -4.7899 -1.7188 1.8108 0.01 0.00 0.00 -0.7210
C -5.0668 -1.6827 0.3797 0.06 -0.01 0.32 0.2872
N -5.2769 -1.6526 -0.7449 -0.09 0.01 -0.35 -0.3306
H -3.7548 -1.4343 1.9942 0.00 0.00 0.01 0.2560
H -5.4469 -1.0258 2.3327 0.01 0.00 0.01 0.2542
H -4.9549 -2.7240 2.1940 0.01 0.01 0.01 0.2550
```
Forces are in eV/Å.

Computed properties:
Maximum force   1.19 eV/A
SMILES   C[C@@H](Cl)C[Si@](CON=O)(CP(=O)(O)O)P(O)O.CC#N
Frontier orbital gap   8.5964 eV
HOMO level   -8.57 eV


[4]
Computed, not measured: C20H27N3O3 in the gas phase, with wB97M-V/def2-TZVPD.

```
53
Properties=species:S:1:pos:R:3:forces:R:3:nbo_charge:R:1
C 4.7647 -1.7684 -3.4098 -0.14 0.11 0.11 -0.5986
C 3.9383 -0.7770 -2.6016 0.21 -0.36 -0.06 -0.4978
C 4.0790 -1.0230 -1.1054 -0.16 0.61 -0.33 0.6854
O 4.5781 -2.0207 -0.6303 0.19 -0.48 0.07 -0.6409
N 3.5970 -0.0086 -0.3501 -0.10 0.18 0.14 -0.6173
C 3.5333 -0.0353 1.0883 -0.03 -0.15 0.29 -0.2205
C 2.0805 -0.1566 1.6319 0.17 -0.11 0.00 -0.1017
C 1.7149 -1.5824 1.9153 0.55 -0.21 -0.45 0.2608
C 2.0740 -2.7670 1.3422 -0.09 0.57 0.24 -0.3156
C 1.3939 -3.7791 2.0642 -0.40 0.11 0.40 -0.3088
C 0.6746 -3.1396 3.0226 0.06 -0.75 -0.25 0.0785
O 0.8625 -1.8097 2.9463 -0.08 0.38 0.14 -0.4202
N 1.1819 0.5583 0.7246 0.01 0.19 0.08 -0.4702
C 0.5254 -0.2192 -0.3148 -0.25 -0.16 -0.13 -0.2458
C -0.8220 -0.8215 0.1262 0.24 -0.07 -0.14 -0.2298
N -1.7067 0.1656 0.7078 0.06 -0.33 0.24 -0.4420
C -2.5616 0.9120 -0.0995 -0.33 0.17 -0.12 0.1322
C -3.5355 1.7231 0.4883 0.21 -0.08 -0.01 -0.2273
C -4.4464 2.4384 -0.2656 -0.19 0.21 -0.22 -0.2836
C -4.4268 2.3570 -1.6519 0.10 -0.10 -0.10 0.2633
O -5.2762 3.0199 -2.4980 0.25 -0.22 -0.06 -0.4966
C -6.2647 3.8422 -1.9338 -0.13 0.11 0.08 -0.2497
C -3.4751 1.5380 -2.2523 -0.30 0.24 0.01 -0.2495
C -2.5610 0.8353 -1.4967 0.09 -0.03 0.11 -0.2047
C -1.0429 0.8166 1.8219 0.26 0.32 0.04 -0.2345
C 0.2503 1.4886 1.3320 -0.29 0.03 0.19 -0.2221
H 4.4908 -2.7850 -3.1414 0.04 -0.08 -0.02 0.2221
H 5.8221 -1.6384 -3.1947 0.09 -0.05 -0.02 0.2127
H 4.6009 -1.6252 -4.4751 0.01 0.00 -0.08 0.2060
H 2.8795 -0.8768 -2.8575 -0.03 0.09 0.02 0.2193
H 4.2422 0.2476 -2.8251 -0.11 0.03 0.02 0.2154
H 3.0950 0.7462 -0.7899 0.04 -0.08 -0.09 0.4053
H 4.1364 -0.8790 1.4268 0.03 0.16 0.01 0.2400
H 3.9699 0.8948 1.4646 -0.06 -0.10 0.04 0.1975
H 2.0506 0.3630 2.5963 0.02 -0.04 -0.10 0.2214
H 2.7570 -2.9110 0.5306 0.23 0.08 -0.19 0.2562
H 1.4416 -4.8341 1.8896 -0.04 -0.24 0.03 0.2301
H 0.0181 -3.4967 3.7911 -0.09 0.04 0.14 0.2044
H 1.1912 -1.0186 -0.6401 -0.05 0.05 -0.10 0.2158
H 0.3504 0.4626 -1.1562 0.02 -0.10 -0.06 0.1944
H -1.3129 -1.3121 -0.7140 0.01 -0.04 0.02 0.2105
H -0.6479 -1.5826 0.8928 0.02 -0.03 -0.09 0.2061
H -3.6042 1.7877 1.5634 0.00 -0.03 0.09 0.2083
H -5.1740 3.0481 0.2473 -0.08 0.06 0.01 0.2170
H -6.9505 3.2716 -1.2980 0.03 0.03 -0.01 0.1728
H -6.8182 4.2589 -2.7741 0.00 0.00 0.10 0.1983
H -5.8263 4.6595 -1.3505 -0.02 -0.04 -0.01 0.1720
H -3.4618 1.4702 -3.3289 0.00 -0.01 -0.13 0.2208
H -1.8406 0.2245 -2.0172 0.09 -0.05 -0.01 0.2002
H -1.6930 1.5621 2.2749 0.00 -0.05 0.04 0.2074
H -0.8059 0.0555 2.5722 -0.04 0.10 0.02 0.2064
H 0.7465 2.0122 2.1509 0.02 0.05 -0.02 0.1994
H -0.0176 2.2259 0.5646 -0.04 0.05 0.12 0.1970
```
Forces are in eV/Å.

Computed properties:
Maximum force   0.79 eV/A
SMILES   CCC(=O)NC[C@H](c1ccco1)N1CCN(c2ccc(OC)cc2)CC1
Frontier orbital gap   7.7940 eV
HOMO level   -7.09 eV
Relative energy (zero: lowest compared OMol25 entry of this formula, charge and spin)   383.7 kJ/mol


frontier orbital gap of number 1 (C22H20N2O3)? 8.1437 eV


Which value of frontier orbital gap does entry 3 give? 8.5964 eV


What is the formula in the second record? C7H11NO2